# 1
This record from the OMol25 dataset describes a molecular structure, C17H31N4OPb2 at a distorted geometry. The level of theory is wB97M-V/def2-TZVPD.

Geometry as XYZ:
```
55
Properties=species:S:1:pos:R:3:nbo_charge:R:1
Pb -1.53161 5.23250 4.86329 1.495
Pb -5.32696 1.35306 3.63752 1.824
C -0.62421 1.88678 1.70763 -0.293
O -1.72916 2.26126 2.55355 -0.699
H 0.27682 1.84288 2.31945 0.199
H -0.77241 0.85181 1.39943 0.227
H -0.40182 2.59847 0.91257 0.188
C 4.07591 -1.17625 2.01906 -0.623
C 3.91977 -0.55981 3.40036 -0.382
C 3.21516 -1.42387 4.46758 -0.508
C 3.93784 -2.64145 4.82688 0.257
N 4.50379 -3.61019 5.06065 -0.269
H 4.87150 -0.61617 1.52767 0.224
H 3.23671 -1.09797 1.32789 0.193
H 4.45934 -2.19587 2.05743 0.232
H 3.49489 0.43354 3.25602 0.188
H 4.92547 -0.33045 3.75256 0.225
H 2.22359 -1.72981 4.13400 0.224
H 3.02471 -0.71162 5.27041 0.241
C -1.57111 -5.19397 2.17988 -0.617
C -1.19777 -3.88162 1.44194 -0.391
C -2.26462 -3.26625 0.50594 -0.541
C -3.37087 -2.67973 1.22274 0.389
N -4.32151 -2.28109 1.74662 -0.447
H -2.08891 -5.81563 1.44944 0.213
H -2.26185 -4.94262 2.98474 0.204
H -0.78282 -5.86642 2.51825 0.251
H -0.30319 -4.09500 0.85688 0.232
H -0.74597 -3.20690 2.16908 0.199
H -2.57371 -4.10266 -0.12095 0.285
H -1.87155 -2.47302 -0.12996 0.259
C -4.87110 0.49562 -4.64300 -0.608
C -3.56926 0.97414 -3.80378 -0.394
C -3.79120 2.34533 -3.09399 -0.500
C -4.59388 2.16799 -1.81758 0.380
N -5.25885 2.05195 -0.82989 -0.482
H -4.92809 -0.59172 -4.59273 0.228
H -4.79220 0.88807 -5.65684 0.230
H -5.73352 1.05065 -4.27386 0.206
H -2.74609 1.16380 -4.49263 0.231
H -3.37208 0.12125 -3.15432 0.208
H -4.38974 3.00374 -3.72356 0.271
H -2.91589 2.82523 -2.65622 0.252
C 3.88626 3.02462 -1.55282 -0.609
C 3.95656 2.22213 -2.79227 -0.410
C 2.54489 2.00484 -3.31846 -0.499
C 1.79834 3.13011 -3.96177 0.277
N 1.25400 4.05739 -4.47502 -0.326
H 3.23714 2.54136 -0.82261 0.178
H 3.42430 4.00831 -1.63681 0.215
H 4.87624 3.16715 -1.11954 0.229
H 4.51216 1.28674 -2.72554 0.230
H 4.60130 2.58559 -3.59246 0.238
H 1.84317 1.71748 -2.53544 0.218
H 2.60192 1.19656 -4.04753 0.261
```

Output
Total charge = +3
Calculated total energy = -1344.82422 Eh
Orbital gap = 1.906 eV



# 2
This record from the OMol25 dataset describes a single C17H31NO molecule. The level of theory is wB97M-V/def2-TZVPD.

Geometry as XYZ:
```
50
Properties=species:S:1:pos:R:3:nbo_charge:R:1
C -4.66597 0.06254 1.22912 -0.660
C -3.63764 -0.19589 2.29270 0.044
C -4.02033 0.20079 3.68589 -0.630
C -2.46391 -0.74822 2.00970 -0.209
C -2.04209 -1.16134 0.62932 -0.456
C -0.68143 -1.85097 0.64113 -0.387
C -0.15438 -2.31467 -0.73268 -0.030
C -0.92730 -3.52510 -1.26334 -0.620
N -0.08409 -1.23558 -1.70690 -0.454
C -1.16209 -0.79740 -2.38037 0.535
O -1.17162 0.11683 -3.17552 -0.632
C 1.20254 -0.60981 -2.00345 -0.042
C 2.15616 -1.60648 -2.66239 -0.625
C 1.80533 0.05811 -0.76421 -0.397
C 2.95784 1.00897 -1.11150 -0.435
C 3.42783 1.73106 0.11517 -0.204
C 3.13020 2.98141 0.44649 0.035
C 3.65562 3.60757 1.70385 -0.630
C 2.27638 3.88186 -0.40297 -0.661
H -5.03243 -0.87756 0.81570 0.220
H -4.23584 0.63432 0.40773 0.223
H -5.51193 0.61288 1.63161 0.214
H -4.21664 1.27195 3.73110 0.212
H -4.93141 -0.31604 3.98708 0.211
H -3.23194 -0.03904 4.39473 0.213
H -1.74622 -0.91876 2.80008 0.193
H -2.80206 -1.82668 0.20974 0.203
H -1.99851 -0.27486 -0.01186 0.215
H -0.73334 -2.73253 1.28450 0.204
H 0.04493 -1.16419 1.07977 0.208
H 0.87857 -2.64164 -0.57642 0.207
H -0.60014 -3.76456 -2.27240 0.219
H -0.73519 -4.38397 -0.62463 0.216
H -1.99895 -3.35264 -1.28081 0.206
H -2.07751 -1.36264 -2.14897 0.115
H 0.95860 0.17039 -2.73391 0.243
H 2.53497 -2.33525 -1.94853 0.197
H 3.00225 -1.07862 -3.09205 0.218
H 1.64372 -2.13454 -3.46324 0.219
H 1.02213 0.63532 -0.26745 0.212
H 2.16693 -0.69794 -0.06323 0.193
H 2.62449 1.71667 -1.87005 0.208
H 3.79056 0.43574 -1.52401 0.208
H 4.04228 1.14152 0.78386 0.190
H 4.21274 4.51352 1.46637 0.211
H 2.83006 3.88840 2.35797 0.210
H 4.30956 2.92655 2.24255 0.212
H 1.40289 3.35895 -0.78452 0.221
H 2.84680 4.25234 -1.25509 0.222
H 1.93957 4.73927 0.17431 0.214
```

Output
SMILES = CC(C)=CCC[C@@H](C)N(C=O)[C@H](C)CCC=C(C)C
Calculated total energy = -796.33496 Eh
Orbital gap = 9.542 eV
Energy above the lowest of the compared OMol25 structures with the same formula, charge and spin = 4.9 kcal per mole